P | DFT (ωB97M-V/def2-TZVPD) results for a molecular structure, C28H38N4PdS3.

Computed properties:
LUMO level (spin up / spin down)	-9.09 / -9.10	eV
HOMO-LUMO gap (spin up / spin down)	3.5 / 3.5	eV
net charge	+2

Each line ends with the Mulliken charge.
Cartesian coordinates (Å):
Pd1 0.01 -0.12 -0.20  -0.410
C1 0.25 2.68 2.37  -0.257
C2 -0.30 1.69 3.41  -0.887
C3 -0.69 0.30 2.88  -1.799
N1 0.34 -0.15 1.93  1.304
C4 1.51 -0.44 2.36  0.235
C5 1.74 -0.84 3.76  -0.195
C6 2.84 -0.73 4.52  -0.542
C7 4.00 0.05 4.24  -0.073
C8 4.35 0.75 3.09  -0.697
C9 3.76 0.62 1.86  -0.500
C10 2.66 -0.23 1.43  0.402
N2 2.76 -0.52 0.19  0.001
C11 2.09 -1.60 -0.49  -0.631
C12 2.32 -1.55 -2.00  -0.843
C13 1.16 -0.91 -2.75  -0.985
N3 0.48 0.18 -2.06  -0.139
C14 0.67 1.48 -2.38  1.019
C15 1.64 1.91 -3.28  -0.603
C16 1.69 3.10 -4.01  -0.690
C17 0.79 4.14 -4.02  -0.549
C18 -0.28 4.32 -3.16  -0.600
C19 -0.67 3.56 -2.06  -0.428
C20 -0.17 2.34 -1.60  0.644
N4 -0.51 1.79 -0.42  0.393
C21 -1.46 2.43 0.49  -1.176
C22 -0.81 3.36 1.51  -0.889
H1 0.83 3.44 2.90  0.366
H2 0.95 2.18 1.70  -0.121
H3 0.45 1.56 4.20  0.341
H4 -1.19 2.10 3.89  0.486
H5 -0.83 -0.38 3.72  0.541
H6 -1.63 0.33 2.34  0.674
H7 0.90 -1.36 4.21  0.409
H8 2.81 -1.19 5.50  0.433
H9 4.71 0.13 5.06  0.428
H10 5.22 1.39 3.16  0.460
H11 4.24 1.12 1.02  0.507
H12 2.43 -2.55 -0.06  0.563
H13 0.98 -1.67 -0.29  0.375
H14 3.25 -0.99 -2.15  0.326
H15 2.49 -2.55 -2.39  0.485
H16 1.50 -0.57 -3.73  0.642
H17 0.41 -1.67 -2.95  0.098
H18 2.43 1.20 -3.47  0.414
H19 2.53 3.18 -4.68  0.400
H20 0.95 4.92 -4.77  0.385
H21 -0.88 5.21 -3.32  0.380
H22 -1.48 3.98 -1.49  0.347
H23 -2.22 2.99 -0.06  0.761
H24 -2.01 1.64 0.99  0.053
H25 -0.35 4.21 1.00  0.401
H26 -1.61 3.76 2.14  0.451
C23 -3.52 -1.92 -2.42  -0.439
C24 -3.90 -1.14 -1.16  -1.165
S1 -2.60 -0.79 0.07  0.479
C25 -2.78 -2.09 1.32  -0.717
C26 -2.56 -3.54 0.91  -0.736
S2 -0.91 -3.95 0.31  -0.127
C27 -0.95 -3.60 -1.46  0.982
C28 -1.97 -4.32 -2.33  -1.075
S3 -3.68 -3.72 -2.28  -0.131
H27 -2.53 -1.64 -2.79  0.095
H28 -4.23 -1.63 -3.20  0.498
H29 -4.69 -1.65 -0.61  0.521
H30 -4.26 -0.15 -1.43  0.495
H31 -3.78 -1.98 1.74  0.658
H32 -2.06 -1.81 2.09  -0.003
H33 -3.29 -3.85 0.18  0.219
H34 -2.69 -4.16 1.80  0.515
H35 0.05 -3.92 -1.78  0.507
H36 -1.03 -2.53 -1.61  -1.176
H37 -2.04 -5.37 -2.06  0.397
H38 -1.62 -4.28 -3.37  0.489


Q | DFT (ωB97M-V/def2-TZVPD) results for a molecular structure, C28H38N4PdS3.

Computed properties:
LUMO level (spin up / spin down)	-8.98 / -8.97	eV
HOMO-LUMO gap (spin up / spin down)	3.7 / 3.8	eV
net charge	+2

Each line ends with the Mulliken charge.
Cartesian coordinates (Å):
Pd1 0.17 -0.08 -0.01  -0.526
C1 -1.70 0.19 3.38  -0.431
C2 -2.86 0.77 2.55  -0.794
C3 -2.61 0.98 1.04  -1.580
N1 -1.87 -0.17 0.51  0.861
C4 -2.44 -1.31 0.39  0.491
C5 -3.88 -1.49 0.38  -0.413
C6 -4.63 -2.49 0.90  -0.454
C7 -4.18 -3.58 1.68  -0.116
C8 -2.89 -4.04 1.89  -0.770
C9 -1.74 -3.59 1.28  -0.299
C10 -1.54 -2.50 0.36  0.427
N2 -0.42 -2.61 -0.28  -0.004
C11 -0.07 -2.00 -1.54  -1.082
C12 1.40 -2.27 -1.90  -0.962
C13 2.32 -1.09 -1.59  -0.337
N3 2.06 -0.46 -0.30  0.090
C14 2.75 -0.67 0.83  1.118
C15 3.85 -1.52 0.90  -0.547
C16 4.82 -1.67 1.89  -0.770
C17 4.97 -0.98 3.08  -0.610
C18 4.11 -0.02 3.59  -0.711
C19 2.89 0.43 3.10  -0.652
C20 2.19 0.07 1.94  1.119
N4 0.93 0.48 1.73  0.236
C21 0.30 1.57 2.47  -1.058
C22 -0.53 1.14 3.67  -0.784
H1 -2.12 -0.11 4.34  0.407
H2 -1.32 -0.72 2.92  -0.011
H3 -3.71 0.10 2.66  0.365
H4 -3.17 1.73 2.96  0.451
H5 -3.57 1.11 0.54  0.479
H6 -2.02 1.87 0.86  0.568
H7 -4.42 -0.69 -0.13  0.436
H8 -5.70 -2.41 0.76  0.433
H9 -4.96 -4.15 2.17  0.432
H10 -2.78 -4.90 2.54  0.450
H11 -0.83 -4.16 1.43  0.494
H12 -0.75 -2.41 -2.30  0.600
H13 -0.35 -0.91 -1.64  0.768
H14 1.70 -3.16 -1.35  0.323
H15 1.48 -2.50 -2.96  0.533
H16 3.36 -1.41 -1.67  0.656
H17 2.19 -0.32 -2.35  -0.379
H18 4.01 -2.15 0.04  0.290
H19 5.58 -2.40 1.68  0.370
H20 5.85 -1.21 3.68  0.383
H21 4.41 0.43 4.53  0.379
H22 2.39 1.14 3.74  0.328
H23 1.07 2.28 2.80  0.805
H24 -0.31 2.13 1.76  -0.063
H25 0.12 0.65 4.40  0.414
H26 -0.91 2.04 4.15  0.449
C23 2.00 2.96 -2.94  -0.121
C24 1.11 3.54 -1.84  -1.169
S1 -0.19 2.50 -1.11  0.487
C25 -1.69 2.84 -2.07  -0.721
C26 -1.79 2.35 -3.50  -0.762
S2 -1.51 0.58 -3.76  -0.128
C27 0.29 0.43 -3.96  1.325
C28 0.99 1.28 -5.01  -1.130
S3 1.29 3.02 -4.60  -0.140
H27 2.32 1.94 -2.70  -0.226
H28 2.91 3.56 -2.98  0.517
H29 0.62 4.45 -2.18  0.499
H30 1.73 3.81 -0.98  0.480
H31 -1.85 3.92 -2.03  0.647
H32 -2.48 2.39 -1.47  0.084
H33 -1.13 2.90 -4.16  0.233
H34 -2.81 2.52 -3.85  0.529
H35 0.41 -0.62 -4.24  0.478
H36 0.76 0.58 -2.99  -1.605
H37 0.42 1.30 -5.94  0.424
H38 1.95 0.81 -5.24  0.501


Stability summary - winner: Q; margin: 0.0191 hartree.


P | DFT (ωB97M-V/def2-TZVPD) results for 2 unconnected molecules or ions with the total composition C2H5BrN.

Computed properties:
LUMO level (spin up / spin down)	-4.84 / -6.62	eV
HOMO-LUMO gap (spin up / spin down)	10.0 / 8.4	eV
net charge	+1

Each line ends with the Mulliken charge.
Cartesian coordinates (Å):
C1 0.91 0.03 -0.06  -0.346
C2 -0.40 -0.23 0.55  0.093
N1 -0.33 0.60 -0.71  -0.245
Br1 -0.86 0.59 2.19  0.083
H1 1.61 0.68 0.38  0.328
H2 1.28 -0.75 -0.70  0.211
H3 -1.32 -2.38 0.71  0.187
H4 -0.51 1.62 -0.91  0.327
H5 -0.39 -0.16 -1.45  0.362


Q | DFT (ωB97M-V/def2-TZVPD) results for 2 unconnected molecules or ions with the total composition C2H5BrN.

Computed properties:
LUMO level	-3.95	eV
HOMO-LUMO gap	11.3	eV
net charge	+1

Each line ends with the Mulliken charge.
Cartesian coordinates (Å):
C1 -0.71 -0.30 -0.49  -0.273
C2 0.01 0.07 0.74  -0.194
N1 0.66 0.25 -0.57  -0.128
Br1 0.58 -1.14 2.03  0.067
H1 -0.61 -1.35 -0.60  0.316
H2 -1.62 0.26 -0.96  0.277
H3 -0.47 1.26 1.50  0.344
H4 1.51 -0.24 -0.81  0.297
H5 0.64 1.19 -0.84  0.294


Stability summary - winner: Q; margin: 0.1219 hartree.


P | DFT (ωB97M-V/def2-TZVPD) results for 3 unconnected molecules or ions with the total composition CH8O2S2.

Computed properties:
spin multiplicity	2
LUMO level (spin up / spin down)	-4.68 / -8.19	eV
HOMO-LUMO gap (spin up / spin down)	10.5 / 7.2	eV
<S²>	0.755
net charge	+1

Each line ends with the Mulliken charge.
Cartesian coordinates (Å):
C1 -0.33 -1.97 0.33  -0.713
S1 -0.82 -1.12 -1.23  0.253
S2 0.99 -0.71 -2.12  0.081
H1 0.27 -2.85 0.14  0.351
H2 -1.20 -2.31 0.86  0.335
H3 0.22 -1.24 0.88  0.317
H4 1.60 -0.16 -1.05  0.318
H5 0.37 1.58 0.52  0.382
H6 1.85 1.36 1.10  0.285
O1 1.17 1.04 0.52  -0.599
H7 -1.69 1.74 0.63  0.327
H8 -1.38 2.38 -0.74  0.333
O2 -1.06 2.26 0.18  -0.671


Q | DFT (ωB97M-V/def2-TZVPD) results for 3 unconnected molecules or ions with the total composition CH8O2S2.

Computed properties:
spin multiplicity	2
LUMO level (spin up / spin down)	-5.01 / -9.16	eV
HOMO-LUMO gap (spin up / spin down)	7.8 / 3.6	eV
<S²>	0.755
net charge	+1

Each line ends with the Mulliken charge.
Cartesian coordinates (Å):
C1 2.55 2.57 2.79  -0.703
S1 0.93 2.20 3.48  0.342
S2 -0.13 3.70 4.20  0.033
H1 3.15 1.67 2.93  0.328
H2 3.24 3.24 3.34  0.360
H3 2.37 3.05 1.82  0.348
H4 -0.17 3.59 5.54  0.291
H5 -3.80 -1.13 -3.55  0.307
H6 -5.28 -1.63 -3.55  0.322
O1 -4.44 -1.65 -4.00  -0.629
H7 0.97 -5.07 -3.68  0.318
H8 0.45 -5.30 -5.11  0.323
O2 0.17 -5.23 -4.20  -0.641


Stability summary - winner: P; margin: 0.0635 hartree.


P | DFT (ωB97M-V/def2-TZVPD) results for a molecular structure, C24H25BN9O4PtS.

Computed properties:
spin multiplicity	6
LUMO level (spin up / spin down)	-5.07 / -8.81	eV
HOMO-LUMO gap (spin up / spin down)	8.8 / 5.1	eV
<S²>	8.796
net charge	+2

Each line ends with the Mulliken charge.
Cartesian coordinates (Å):
Pt1 0.10 0.26 0.48  1.995
C1 2.53 -0.18 3.90  -1.233
C2 1.31 -0.17 3.29  -0.102
N1 1.46 0.11 1.97  -1.158
N2 2.80 0.30 1.75  0.899
C3 3.45 0.12 2.88  0.197
B1 3.26 0.77 0.31  0.022
N3 2.53 2.09 0.03  0.399
C4 2.97 3.36 0.01  -0.124
C5 1.89 4.21 -0.11  -1.275
C6 0.78 3.37 -0.13  -0.048
N4 1.18 2.10 -0.05  -0.574
N5 2.76 -0.31 -0.71  1.217
C7 3.49 -1.02 -1.58  -0.001
C8 2.66 -1.87 -2.28  -1.363
C9 1.39 -1.64 -1.76  -0.153
N6 1.48 -0.71 -0.80  -1.359
N7 4.74 0.92 0.18  0.372
C10 5.42 1.52 -0.84  -0.337
C11 6.74 1.17 -0.73  -0.827
C12 6.78 0.33 0.40  -0.308
N8 5.59 0.17 0.93  -0.983
H1 2.75 -0.37 4.94  0.447
H2 0.33 -0.32 3.70  0.509
H3 4.53 0.19 2.90  0.585
H4 4.02 3.59 0.08  0.648
H5 1.90 5.28 -0.17  0.457
H6 -0.27 3.60 -0.19  0.493
H7 4.56 -0.88 -1.66  0.433
H8 2.93 -2.56 -3.05  0.460
H9 0.44 -2.08 -2.02  0.694
H10 4.92 2.12 -1.58  0.611
H11 7.56 1.48 -1.36  0.450
H12 7.63 -0.16 0.85  0.484
O1 -1.57 -2.88 -1.64  -0.664
C13 -1.62 -2.62 -0.46  0.444
O2 -1.55 -1.40 0.01  -0.348
C14 -1.85 -3.71 0.55  -0.248
C15 -1.93 -5.02 0.18  -0.641
C16 -2.18 -6.00 1.14  -0.525
C17 -2.36 -5.67 2.49  -0.587
C18 -2.29 -4.35 2.88  -0.619
C19 -2.03 -3.35 1.91  1.174
S1 -1.95 -1.73 2.35  0.138
H13 -1.80 -5.28 -0.87  0.526
H14 -2.24 -7.04 0.85  0.442
H15 -2.56 -6.44 3.22  0.429
H16 -2.44 -4.07 3.92  0.487
O3 -2.69 0.87 1.43  -0.625
C20 -2.59 1.08 0.24  0.720
O4 -1.48 1.34 -0.39  -0.983
C21 -3.83 1.09 -0.64  0.164
N9 -3.41 0.86 -2.08  -0.081
C22 -4.09 1.90 -2.93  -0.595
C23 -4.17 3.08 -1.99  -0.496
C24 -4.57 2.44 -0.66  -0.901
H17 -4.47 0.27 -0.33  0.490
H18 -3.58 -0.10 -2.39  0.362
H19 -2.39 1.00 -2.08  0.227
H20 -5.08 1.51 -3.18  0.362
H21 -3.52 2.05 -3.84  0.388
H22 -4.88 3.82 -2.34  0.441
H23 -3.19 3.57 -1.92  0.210
H24 -5.64 2.27 -0.63  0.397
H25 -4.30 3.04 0.20  0.384


Q | DFT (ωB97M-V/def2-TZVPD) results for a molecular structure, C24H25BN9O4PtS.

Computed properties:
spin multiplicity	6
LUMO level (spin up / spin down)	-5.27 / -8.84	eV
HOMO-LUMO gap (spin up / spin down)	8.5 / 4.9	eV
<S²>	8.793
net charge	+2

Each line ends with the Mulliken charge.
Cartesian coordinates (Å):
Pt1 0.84 -0.35 -0.01  3.298
C1 -2.80 -1.01 2.20  -1.438
C2 -1.86 -1.46 1.28  -0.276
N1 -0.79 -0.66 1.32  -1.515
N2 -1.01 0.30 2.23  1.343
C3 -2.22 0.10 2.79  0.014
B1 0.07 1.37 2.61  -0.376
N3 0.30 2.29 1.36  1.078
C4 0.19 3.60 1.16  0.058
C5 0.71 3.91 -0.09  -1.258
C6 1.12 2.69 -0.61  -0.176
N4 0.89 1.72 0.28  -1.294
N5 1.42 0.64 2.86  0.719
C7 2.33 0.82 3.83  -0.145
C8 3.42 0.02 3.57  -1.230
C9 3.11 -0.64 2.38  -0.114
N6 1.90 -0.25 1.96  -0.741
N7 -0.41 2.10 3.82  0.266
C10 -0.45 1.66 5.11  -0.302
C11 -1.30 2.47 5.81  -0.886
C12 -1.78 3.39 4.85  -0.270
N8 -1.26 3.15 3.66  -1.005
H1 -3.74 -1.46 2.45  0.486
H2 -1.88 -2.31 0.61  0.657
H3 -2.57 0.75 3.57  0.419
H4 -0.25 4.22 1.92  0.587
H5 0.78 4.88 -0.55  0.467
H6 1.58 2.46 -1.56  0.475
H7 2.16 1.51 4.64  0.693
H8 4.31 -0.09 4.16  0.450
H9 3.66 -1.37 1.82  0.484
H10 0.12 0.80 5.43  0.621
H11 -1.54 2.42 6.86  0.452
H12 -2.47 4.20 4.99  0.478
O1 3.70 -2.88 0.37  -0.595
C13 2.99 -2.71 -0.58  0.649
O2 1.83 -2.06 -0.55  -0.673
C14 3.35 -3.27 -1.92  -0.170
C15 4.31 -4.24 -2.01  -0.562
C16 4.68 -4.75 -3.26  -0.503
C17 4.09 -4.27 -4.43  -0.610
C18 3.14 -3.28 -4.37  -0.577
C19 2.75 -2.77 -3.10  1.184
S1 1.60 -1.56 -3.02  0.019
H13 4.78 -4.60 -1.10  0.496
H14 5.43 -5.52 -3.32  0.437
H15 4.39 -4.67 -5.39  0.425
H16 2.68 -2.89 -5.27  0.468
O3 -1.06 -1.73 -1.84  -0.585
C20 -1.50 -0.59 -1.79  0.074
O4 -0.88 0.43 -1.32  -0.804
C21 -2.92 -0.32 -2.28  0.211
N9 -3.31 1.10 -1.91  0.046
C22 -3.61 1.85 -3.19  -0.563
C23 -4.06 0.75 -4.13  -0.611
C24 -3.09 -0.39 -3.81  -0.783
H17 -3.60 -1.00 -1.77  0.407
H18 -2.51 1.49 -1.40  0.066
H19 -4.13 1.10 -1.30  0.426
H20 -2.68 2.31 -3.51  0.271
H21 -4.34 2.63 -2.99  0.422
H22 -4.00 1.07 -5.17  0.383
H23 -5.09 0.46 -3.93  0.316
H24 -2.13 -0.22 -4.30  0.340
H25 -3.45 -1.36 -4.12  0.377


Stability summary - winner: P; margin: 0.0188 hartree.